# C28H80O12

12 unconnected molecules or ions with the total composition C28H80O12 (ωB97M-V/def2-TZVPD, the Open Molecules 2025 dataset).

Last column: Mulliken spin population.
Geometry (Å):
C: 3.942 3.398 -0.797  0.000
O: 4.491 3.344 -2.131  0.000
H: 3.009 3.948 -0.921  0.000
H: 3.727 2.376 -0.488  0.000
H: 4.593 3.932 -0.104  0.000
H: 3.798 3.118 -2.756  0.000
C: -1.898 3.560 -1.143  0.000
O: -0.475 3.683 -1.416  0.000
H: -1.993 2.990 -0.219  0.000
H: -2.451 4.480 -0.955  0.000
H: -2.384 3.004 -1.944  0.000
H: -0.267 4.464 -1.934  0.000
C: -1.792 1.551 -4.560  0.000
O: -1.517 1.721 -5.942  0.000
H: -2.618 0.863 -4.373  0.000
H: -0.869 1.194 -4.104  0.000
H: -2.047 2.470 -4.033  0.000
H: -1.125 0.920 -6.299  0.000
C: 2.261 1.742 -3.809  0.000
O: 2.639 3.117 -4.016  0.000
H: 1.584 1.578 -4.647  0.000
H: 3.184 1.173 -3.921  0.000
H: 1.708 1.487 -2.905  0.000
H: 1.933 3.510 -4.534  0.000
C: -0.684 4.909 2.044  0.000
C: 0.019 6.245 2.014  0.000
C: 0.126 6.977 3.402  0.000
O: 1.088 6.091 1.209  0.000
H: -1.712 5.075 2.367  0.000
H: -0.314 4.390 2.928  0.000
H: -0.673 4.370 1.097  0.000
H: -0.634 6.908 1.447  0.000
H: 0.909 6.473 3.969  0.000
H: -0.820 6.845 3.928  0.000
H: 0.357 8.042 3.406  0.000
H: 1.737 5.480 1.565  0.000
C: -0.681 -0.218 -0.388  0.004
C: 0.431 0.114 0.712  0.000
C: 1.822 -0.117 0.027  0.000
O: 0.345 1.417 1.151  0.006
H: -0.383 -1.201 -0.751  0.002
H: -0.675 0.515 -1.196  0.001
H: -1.702 -0.193 -0.007  -0.001
H: 0.209 -0.560 1.539  0.009
H: 1.753 -0.641 -0.927  0.000
H: 2.411 -0.682 0.749  0.001
H: 2.350 0.797 -0.245  0.001
H: 0.335 2.042 0.423  0.000
C: 6.264 -2.822 2.202  0.000
C: 4.869 -2.341 2.656  0.000
C: 4.584 -0.874 2.429  0.001
O: 3.876 -2.987 1.878  0.000
H: 6.147 -3.178 1.178  0.000
H: 6.754 -3.523 2.877  0.000
H: 7.057 -2.076 2.255  0.000
H: 4.729 -2.543 3.717  0.000
H: 3.559 -0.594 2.673  -0.001
H: 4.814 -0.549 1.414  0.000
H: 5.339 -0.369 3.031  0.000
H: 3.065 -2.686 2.293  0.000
C: -6.656 2.672 2.283  0.000
C: -6.000 2.054 1.119  0.000
C: -4.503 1.903 1.278  0.000
O: -6.458 0.766 1.076  0.000
H: -7.732 2.549 2.163  0.000
H: -6.258 3.687 2.282  0.000
H: -6.406 2.182 3.224  0.000
H: -6.145 2.727 0.274  0.000
H: -4.163 1.203 0.515  0.000
H: -4.210 1.585 2.280  0.000
H: -3.962 2.837 1.132  0.000
H: -6.609 0.487 1.982  0.000
C: 1.756 -4.265 -1.269  0.000
C: 1.325 -5.538 -1.938  0.000
C: 1.583 -6.723 -1.005  0.000
O: -0.043 -5.507 -2.107  0.000
H: 2.806 -4.356 -0.993  0.000
H: 1.105 -4.084 -0.413  0.000
H: 1.458 -3.379 -1.830  0.000
H: 1.840 -5.667 -2.890  0.000
H: 2.666 -6.809 -0.915  0.000
H: 1.187 -7.653 -1.413  0.000
H: 1.145 -6.547 -0.022  0.000
H: -0.123 -6.211 -2.755  0.000
C: -2.893 -2.779 0.602  0.001
C: -1.794 -3.729 0.143  0.000
C: -1.065 -4.287 1.343  0.000
O: -2.475 -4.763 -0.614  0.000
H: -3.684 -3.265 1.173  0.000
H: -3.491 -2.359 -0.206  0.000
H: -2.432 -1.984 1.189  0.000
H: -1.024 -3.214 -0.432  0.000
H: -1.689 -4.905 1.988  0.000
H: -0.526 -3.498 1.867  0.000
H: -0.301 -4.931 0.907  0.000
H: -1.820 -5.185 -1.174  0.000
C: -1.991 0.976 3.498  0.052
C: -0.863 0.770 4.560  0.026
C: -0.848 -0.558 5.337  0.123
O: 0.298 0.776 3.886  0.633
H: -2.210 0.146 2.827  0.012
H: -1.940 1.907 2.934  0.000
H: -2.874 1.241 4.079  0.001
H: -0.947 1.613 5.246  0.141
H: -0.682 -1.473 4.770  0.000
H: -1.835 -0.576 5.799  0.004
H: -0.087 -0.617 6.115  0.001
H: 0.102 1.170 3.033  -0.020
C: 1.784 -2.439 -4.435  0.000
C: 0.397 -2.977 -4.418  0.000
C: -0.547 -2.107 -3.719  0.000
O: 0.046 -3.015 -5.822  0.000
H: 2.031 -2.042 -3.450  0.000
H: 1.877 -1.531 -5.030  0.000
H: 2.493 -3.244 -4.628  0.000
H: 0.405 -3.996 -4.032  0.000
H: -1.561 -2.478 -3.871  0.000
H: -0.414 -1.049 -3.945  0.000
H: -0.444 -2.102 -2.634  0.000
H: -0.704 -3.567 -6.056  0.000

HOMO-LUMO gap (spin up / spin down) = 0.322 / 0.084 hartree
lowest unoccupied orbital energy (spin up / spin down) = -0.099 / -0.337 hartree
multiplicity = 2
total charge = +1
highest occupied orbital energy (spin up / spin down) = -11.4637 / -11.4633 eV